{
  "formula": "C24H66Ag2FNO25P4",
  "method": "the ωB97M-V functional and the def2-TZVPD basis",
  "species": ["Ag", "Ag", "F", "N", "O", "O", "O", "C", "O", "P", "O", "O", "C", "O", "C", "H", "H", "H", "H", "H", "H", "H", "H", "H", "C", "O", "P", "O", "O", "C", "O", "C", "H", "H", "H", "H", "H", "H", "H", "H", "H", "C", "O", "P", "O", "O", "C", "O", "C", "H", "H", "H", "H", "H", "H", "H", "H", "H", "C", "O", "P", "O", "O", "C", "O", "C", "H", "H", "H", "H", "H", "H", "H", "H", "H", "C", "O", "C", "C", "O", "C", "H", "H", "H", "H", "H", "H", "H", "H", "H", "H", "C", "O", "C", "C", "O", "C", "H", "H", "H", "H", "H", "H", "H", "H", "H", "H", "C", "O", "C", "C", "O", "C", "H", "H", "H", "H", "H", "H", "H", "H", "H", "H"],
  "positions_angstrom": [[1.19220, 30.88554, -0.11597], [4.45763, 32.38905, -0.85908], [3.33340, 30.24895, -0.92181], [1.75060, 33.75139, 0.90700], [2.47139, 33.57673, -0.03862], [1.21514, 32.80049, 1.42730], [1.51293, 34.86177, 1.36559], [8.56791, 28.51736, 3.98550], [7.88901, 27.58990, 3.08357], [6.30982, 27.27911, 3.25259], [5.91775, 26.91252, 4.64165], [5.60879, 28.60158, 2.65708], [6.00192, 29.13657, 1.36189], [6.05958, 26.17517, 2.08274], [4.77775, 25.52978, 2.09878], [7.84526, 29.07469, 4.58153], [9.21718, 29.14801, 3.37817], [9.22189, 27.91915, 4.61997], [6.20691, 28.35292, 0.63253], [6.76290, 29.91294, 1.44103], [5.15790, 29.69067, 0.95115], [4.36673, 25.41242, 1.09609], [4.04020, 26.09230, 2.67120], [4.84503, 24.57642, 2.62288], [3.63215, 31.29491, 3.60437], [4.99800, 31.66807, 3.78024], [5.67747, 32.89521, 2.96779], [5.44197, 32.80690, 1.46154], [5.08223, 34.26528, 3.62838], [5.39726, 34.61815, 4.98753], [7.23101, 32.92840, 3.48515], [8.08352, 31.81107, 3.22153], [3.45048, 30.46024, 2.92730], [3.04641, 32.17428, 3.33658], [3.23058, 31.01910, 4.57945], [4.47008, 34.52998, 5.55381], [5.73482, 35.64831, 4.87380], [6.14529, 34.00164, 5.48599], [8.34493, 31.85418, 2.16423], [7.47471, 30.94324, 3.47512], [8.97425, 31.94792, 3.83470], [-0.48425, 32.41260, 7.99912], [-0.89653, 33.77167, 7.82845], [-0.50064, 34.55828, 6.45817], [-0.47138, 36.03965, 6.60523], [-1.55876, 33.90322, 5.42516], [-2.98532, 34.18273, 5.50207], [0.86620, 33.85166, 5.95622], [1.44232, 34.36881, 4.76201], [0.38529, 32.35166, 8.65354], [-0.22255, 32.01455, 7.01873], [-1.28370, 31.79899, 8.41443], [-3.55099, 33.26681, 5.33115], [-3.17650, 34.80108, 4.62503], [-3.37538, 34.71967, 6.36673], [2.52532, 34.49182, 4.77090], [1.01754, 35.30670, 4.40420], [1.35283, 33.53649, 4.06391], [2.71372, 28.40718, -3.71377], [1.92574, 29.22636, -4.51672], [2.37926, 29.74756, -5.93558], [1.40134, 30.60783, -6.63877], [2.71901, 28.39597, -6.66974], [2.78757, 28.33713, -8.07430], [3.81879, 30.44004, -5.76052], [3.99255, 31.67426, -4.93205], [2.52299, 27.34785, -3.88565], [2.46846, 28.48156, -2.65433], [3.78288, 28.60109, -3.79978], [3.66727, 28.82226, -8.49725], [1.95267, 28.84701, -8.55500], [2.84496, 27.29641, -8.39325], [3.20093, 32.39796, -5.12621], [4.89411, 32.15462, -5.31226], [4.19344, 31.50394, -3.87435], [-0.37670, 30.85640, -3.14022], [0.53448, 31.81647, -2.52558], [0.51141, 33.17164, -2.98090], [-0.67592, 33.95591, -2.44070], [-1.84958, 33.41087, -2.97546], [-3.04757, 33.83526, -2.31185], [-0.39877, 30.84473, -4.22993], [-1.37182, 31.08840, -2.76073], [-0.22115, 29.84033, -2.77758], [0.48492, 33.22971, -4.06903], [1.42401, 33.75589, -2.86298], [-0.53875, 35.00945, -2.68428], [-0.72207, 33.82953, -1.35903], [-2.93391, 33.85835, -1.22804], [-3.93532, 33.24346, -2.53500], [-3.18253, 34.88142, -2.58650], [2.22107, 27.65102, 0.61132], [1.02415, 28.43737, 0.68963], [-0.17292, 27.87079, 0.14113], [-1.39826, 28.80986, 0.41124], [-1.13411, 30.17743, 0.04776], [-2.14135, 31.03511, 0.40404], [3.05549, 28.08383, 1.16315], [2.50150, 27.38860, -0.40878], [2.13091, 26.68242, 1.10304], [-0.38623, 26.91385, 0.61745], [0.03191, 27.70096, -0.91590], [-1.73571, 28.76746, 1.44683], [-2.28311, 28.37254, -0.05124], [-1.74456, 31.99749, 0.08081], [-2.24207, 31.05562, 1.48918], [-3.15021, 30.91414, 0.00948], [2.38605, 28.12689, 4.57629], [1.43127, 29.12970, 4.85326], [0.62367, 29.48189, 3.74220], [-0.28171, 30.58789, 4.23600], [-1.45037, 30.08228, 4.93102], [-2.50219, 30.92559, 4.97767], [2.92971, 27.98466, 5.51026], [3.04100, 28.43622, 3.76176], [1.95374, 27.15031, 4.35841], [0.18715, 28.60957, 3.25578], [1.29586, 29.82462, 2.95557], [-0.59550, 31.18727, 3.38139], [0.27766, 31.27949, 4.86599], [-2.35781, 31.63286, 5.79438], [-3.33780, 30.31644, 5.32235], [-2.80485, 31.39924, 4.04379]],
  "atomic_forces_ev_per_a": [[0.7, 0.3, -0.1], [-0.8, -0.7, 0.8], [0.3, 0.8, 0.1], [-1.0, 2.4, 1.6], [2.5, -0.1, -3.4], [-1.8, -3.7, 1.5], [0.3, 1.1, -0.1], [-0.2, -1.0, -0.3], [-0.8, -0.2, -0.2], [0.8, 0.0, 0.3], [0.0, 0.6, -1.9], [0.2, -0.2, 0.1], [-0.9, 0.3, -0.2], [0.4, 0.8, 0.9], [-0.5, -0.1, 0.7], [0.2, 0.0, 0.0], [-0.3, 0.1, -0.1], [-0.2, 0.1, 0.2], [0.4, 0.0, 0.3], [0.5, -0.6, 0.3], [-0.4, -0.2, 0.2], [0.5, 0.0, -0.1], [0.0, 0.3, 0.0], [0.2, -0.1, -0.3], [-1.1, 0.6, 0.6], [1.7, 0.8, -0.6], [-0.8, 0.5, -1.0], [0.7, 0.2, 2.9], [1.1, -2.3, -1.3], [-0.3, 0.4, -0.1], [-2.2, 0.5, -0.4], [-0.7, 0.3, -0.3], [0.5, 0.2, -0.3], [0.0, -0.1, -0.5], [0.3, -0.3, 0.1], [0.1, 0.3, 0.1], [0.0, -0.1, 0.6], [0.1, -0.1, -0.4], [0.1, -0.4, 0.0], [0.7, -0.4, -0.1], [-0.2, -0.3, 0.0], [0.2, -0.4, -0.6], [0.7, 0.9, -0.6], [-0.3, 0.1, 0.7], [-0.3, -2.1, -0.3], [-0.1, 0.5, 0.7], [0.2, 0.5, -1.3], [-1.0, 1.0, 1.3], [0.6, -0.8, -1.4], [0.0, 0.2, 0.0], [0.1, -0.3, 0.2], [-0.2, 0.3, 0.0], [0.3, -0.1, 0.4], [-0.2, 0.2, 0.1], [0.6, -0.2, 0.3], [0.0, 0.2, 1.0], [-0.3, -0.3, 0.0], [-0.5, 0.5, -0.6], [0.8, -1.4, 1.3], [-0.6, 0.9, -0.5], [-0.4, 1.2, -0.5], [0.6, -0.7, 0.9], [0.3, -0.2, 0.3], [0.2, 0.1, -1.4], [0.0, 0.7, 1.4], [0.4, -0.3, -1.4], [0.1, -0.1, -0.7], [-0.2, 0.9, 0.0], [0.0, 0.1, -0.2], [0.3, 0.1, 0.4], [-0.3, -0.2, 0.3], [-0.3, 0.0, 0.3], [-0.3, -0.4, 0.2], [0.1, -0.3, -0.2], [-0.6, -0.6, 0.0], [-0.8, 0.8, 0.7], [0.6, -0.4, -0.2], [-1.0, 0.0, -1.1], [0.5, -0.6, 0.3], [-1.3, -0.6, -0.1], [1.0, 1.0, 0.0], [0.4, 0.3, 0.0], [-0.2, 0.1, -0.3], [0.9, 0.2, 0.1], [-0.6, -0.5, -0.4], [0.4, -0.6, 1.3], [-0.2, 0.3, 0.0], [0.3, 0.2, 0.4], [0.2, -0.3, 0.3], [0.4, -0.2, -0.5], [-0.6, 0.1, -0.1], [-0.5, -0.8, 0.1], [0.3, 0.1, 0.4], [0.2, 0.9, 0.4], [0.9, -0.3, 0.1], [0.3, -2.9, -0.8], [-0.2, 2.0, 0.9], [-0.3, 0.8, -0.4], [0.1, 0.6, -0.2], [-0.7, -0.3, 0.3], [-0.1, -0.2, 0.0], [-0.4, 0.0, -0.3], [0.7, 0.2, 0.6], [0.0, 0.2, -1.0], [-0.4, 0.3, 0.1], [-0.1, 0.1, 0.3], [0.1, -0.6, -0.6], [-0.1, 0.2, 0.7], [-0.2, -0.6, 0.0], [0.9, 0.2, 0.7], [-1.1, -0.2, -0.4], [2.9, -1.5, -1.3], [-1.7, 0.4, 1.5], [0.4, 0.1, -0.2], [0.3, -0.1, 0.0], [-0.4, -0.1, -0.3], [-0.8, -0.1, 0.4], [0.0, 0.7, -0.3], [-0.3, 0.1, -0.2], [0.2, -0.1, 0.3], [0.0, 0.6, -0.3], [-0.3, -0.1, -0.2], [0.3, 0.2, -0.2]],
  "mulliken_charge": [1.31, 0.78, -0.78, 0.63, -0.63, -0.51, -0.69, -0.65, -0.40, 0.66, -0.68, 0.37, -0.46, -0.34, -0.31, 0.30, 0.21, 0.33, 0.47, 0.06, 0.00, 0.26, -0.09, 0.35, 0.62, -0.39, 0.91, -0.48, -0.42, -0.59, -0.42, -0.25, -0.49, -0.21, 0.35, 0.15, 0.25, 0.32, 0.30, -0.13, 0.36, -0.03, -0.39, 0.75, -0.75, 0.00, -0.78, -0.17, 0.28, 0.28, -0.28, 0.26, 0.26, 0.28, 0.34, -0.32, 0.40, -0.17, -0.53, 0.08, 0.95, -0.75, -0.39, -0.79, -0.37, -0.48, 0.31, -0.07, 0.40, 0.30, 0.33, 0.24, 0.30, 0.34, 0.05, -0.82, 0.16, -0.88, -0.31, -0.31, -0.80, 0.38, 0.22, 0.09, 0.41, 0.43, 0.47, 0.02, 0.32, 0.26, 0.34, -0.80, 0.51, -1.01, -0.80, 0.09, -0.09, -0.14, 0.35, 0.41, 0.42, 0.35, 0.38, 0.46, -0.12, -0.17, 0.32, -0.59, -0.47, 0.14, 0.12, -0.50, -0.38, 0.35, 0.05, 0.40, 0.56, -0.35, 0.25, -0.19, -0.05, 0.37, 0.22],
  "fmax_ev_per_a": 4.389,
  "charge": 0,
  "e_lumo_ha": -0.0276
}